[1]
The following is a DFT calculation (ωB97M-V/def2-TZVPD) of a cluster of 2 separate species, C4H13N4O in total.

Summary:
Energy above the lowest of the compared OMol25 structures with the same formula, charge and spin (kcal/mol): 16.24
Energy (eV): -12362.18416
HOMO (eV): -13.716
Frontier orbital gap (eV): 11.189
Net charge: +1

Bonds (Å) are listed after each position.
Positions of all 22 atoms, in Å:
1 C -0.4813 -3.6519 -1.8724  N4 1.463, H11 1.086, H12 1.089, H13 1.087
2 C 0.2591 -1.4588 -0.9334  N3 1.344, N4 1.338, N5 1.319
3 N -0.3869 -1.4625 0.2452  C2 1.344, H6 1.005, H7 1.008
4 N 0.4951 -2.6001 -1.5901  C1 1.463, C2 1.338, H8 1.006
5 N 0.6657 -0.3096 -1.4364  C2 1.319, H9 1.006, H10 1.012
6 H -1.2182 -2.0261 0.2880  N3 1.005
7 H -0.2919 -0.6647 0.8534  N3 1.008
8 H 1.2243 -2.4714 -2.2707  N4 1.006
9 H 1.1017 -0.1424 -2.3274  N5 1.006
10 H 0.6295 0.5062 -0.8380  N5 1.012
11 H -0.3157 -3.9163 -2.9131  C1 1.086
12 H -1.4972 -3.3342 -1.6436  C1 1.089
13 H -0.2952 -4.5364 -1.2678  C1 1.087
14 C 0.7958 2.6794 2.4741  C15 1.484, H20 1.085, H21 1.089, H22 1.084
15 C -0.1518 2.4775 1.3506  C14 1.484, O16 1.236, N17 1.334
16 O -0.2577 1.3742 0.8027  C15 1.236
17 N -0.9063 3.5156 0.9852  C15 1.334, H18 1.009, H19 1.004
18 H -1.7037 3.3348 0.3940  N17 1.009
19 H -0.7511 4.4565 1.2995  N17 1.004
20 H 0.9632 3.7181 2.7402  C14 1.085
21 H 1.7525 2.2049 2.2609  C14 1.089
22 H 0.3702 2.3072 3.3990  C14 1.084

[2]
The following is a DFT calculation (ωB97M-V/def2-TZVPD) of a cluster of 2 separate species, C4H13N4O in total.

Summary:
Energy above the lowest of the compared OMol25 structures with the same formula, charge and spin (kcal/mol): 23.26
Energy (eV): -12361.87967
HOMO (eV): -13.498
Frontier orbital gap (eV): 10.704
Net charge: +1

Bonds (Å) are listed after each position.
Positions of all 22 atoms, in Å:
1 C -0.5768 3.4614 -0.5532  C2 1.511, H5 1.091, H6 1.074, H9 1.085
2 C 0.1973 2.1649 -0.5034  C1 1.511, O3 1.214, N4 1.392
3 O -0.1145 1.1846 -1.1476  C2 1.214
4 N 1.1583 2.0988 0.5012  C2 1.392, H7 1.018, H8 1.009
5 H -0.6394 3.6215 -1.6307  C1 1.091
6 H -0.3090 4.2176 0.1611  C1 1.074
7 H 1.8207 1.3773 0.2237  N4 1.018
8 H 1.6698 2.9405 0.7215  N4 1.009
9 H -1.6009 3.1579 -0.3618  C1 1.085
10 C 0.7149 -2.4345 -1.2756  N13 1.467, H20 1.088, H21 1.089, H22 1.091
11 C -0.4022 -1.6888 0.7433  N12 1.355, N13 1.307, N14 1.328
12 N -0.5113 -1.7895 2.0904  C11 1.355, H15 1.003, H16 1.003
13 N 0.6677 -2.1699 0.1663  C10 1.467, C11 1.307, H17 0.982
14 N -1.4603 -1.2426 0.0757  C11 1.328, H18 1.021, H19 1.004
15 H 0.0426 -2.3075 2.7465  N12 1.003
16 H -1.0051 -1.0271 2.5149  N12 1.003
17 H 1.3929 -2.5587 0.7029  N13 0.982
18 H -1.1803 -0.7749 -0.7881  N14 1.021
19 H -2.1520 -0.7163 0.5790  N14 1.004
20 H -0.1023 -3.1019 -1.5418  C10 1.088
21 H 1.6382 -2.9162 -1.5931  C10 1.089
22 H 0.7516 -1.4967 -1.8312  C10 1.091